Entry 1:
9
Properties=species:S:1:pos:R:3 method="wB97M-V/def2-TZVPD" energy_ev=-7361.3011 total_charge=+1 homo_ev=-15.91 relative_energy_kj_mol=60.1
F 2.1413 -0.0154 0.6882
O 1.8483 0.6215 -0.5296
N -1.4522 -0.4747 -0.3537
C -0.7642 0.0643 0.5476
H -0.2909 -0.4476 1.5151
H -1.6650 0.1036 -1.1325
H -1.7249 -1.4796 -0.2584
H -0.7507 1.1857 0.6543
H 2.6583 0.4421 -1.1310

Entry 2:
12
Properties=species:S:1:pos:R:3 method="wB97M-V/def2-TZVPD" energy_ev=-14558.3509 smiles="C=C=O.CP" homo_ev=-9.22 relative_energy_kj_mol=180.3
P 2.2599 -1.0381 -0.1696
O -1.4671 0.8652 0.1996
C 2.0982 0.6363 0.8709
C -2.3648 0.2169 -0.1153
C -3.3868 -0.5164 -0.4879
H 1.4868 0.2528 1.6739
H 0.9602 -1.0507 -0.5886
H -3.9152 -1.2197 0.0180
H 1.7332 1.5080 0.3436
H 3.1433 0.9790 1.0963
H 2.9950 -0.4702 -1.3285
H -3.5428 -0.1631 -1.5124

Entry 3:
16
Properties=species:S:1:pos:R:3 method="wB97M-V/def2-TZVPD" energy_ev=-8863.4603 smiles=O[C@H]1CC[C@H]2N[C@H]12 homo_ev=-8.70 relative_energy_kj_mol=555.0
O 0.1773 1.7729 -1.5744
N 1.3016 -1.6636 0.3624
C 0.2648 0.9859 -0.4276
C -1.0619 0.7467 0.2328
C -1.2930 -0.7074 0.8268
C 0.2156 -0.9017 1.0303
C 0.6909 -0.5641 -0.3581
H 0.6167 -0.3375 1.9423
H -1.8325 -1.4120 0.2675
H -2.0422 -0.6205 1.6534
H 0.0627 -1.0436 -1.1403
H 1.0312 1.4634 0.1538
H -1.8785 0.9585 -0.5321
H -0.1856 1.0911 -2.1474
H -1.3164 1.3643 1.1571
H 2.1161 -1.3580 0.8795

Entry 4:
58
Properties=species:S:1:pos:R:3 method="wB97M-V/def2-TZVPD" energy_ev=-64359.1569 total_charge=-1 homo_ev=-1.14 relative_energy_kj_mol=10.6
K -0.1244 0.1743 -0.0078
S -2.1634 2.4077 -1.4977
N -4.0378 0.4440 -2.1329
N -2.5285 -0.1894 -0.4173
N 0.6785 -2.3920 -0.4700
N -0.4253 -0.3363 -2.5421
N 2.5216 -0.6908 0.8243
N 0.3235 -0.0229 2.6420
N 1.6090 1.9262 0.8565
N -1.9914 0.1161 -4.0139
C 1.9324 -0.4728 4.3436
C 1.4515 -0.6086 3.0470
C -0.2274 -3.2059 -1.0089
C 3.0941 4.1029 1.6921
C 1.2134 0.2927 5.2488
C -1.6701 0.0858 -2.7047
C 2.9669 -1.5333 -0.2786
C 0.0647 -0.5471 -3.8166
C 2.8709 1.7718 1.2286
C -0.3614 0.7059 3.5147
C 1.0696 3.1476 0.8817
C -4.7236 -0.2838 -1.0779
C 3.6529 2.8380 1.6650
C 1.9571 -2.5524 -0.7856
C 2.1657 -1.4545 2.0153
C -2.6353 0.5794 -1.6442
C 1.4476 -4.4249 -2.1767
C 0.0427 0.8951 4.8315
C -3.7956 -0.6213 -0.1558
C 3.4763 0.3735 1.1176
C 2.3887 -3.5733 -1.6287
C -0.8917 -0.2709 -4.7482
C 1.7779 4.2679 1.2888
C 0.1098 -4.2375 -1.8699
H -0.6600 -4.8645 -2.2987
H 0.0324 3.2148 0.5463
H 4.6793 2.6727 1.9741
H 3.6810 4.9521 2.0208
H 1.3064 5.2412 1.2835
H -3.9928 -1.2022 0.7421
H -1.2713 1.1626 3.1345
H -5.7863 -0.4633 -1.1093
H -0.9006 -0.3302 -5.8235
H 4.0325 0.1558 2.0405
H 3.1831 -0.8670 -1.1188
H 3.9064 -2.0634 -0.0442
H 3.0546 -1.9210 2.4733
H 3.4422 -3.6807 -1.8616
H 2.8569 -0.9566 4.6340
H 1.0735 -0.8991 -3.9834
H 1.7547 -5.2185 -2.8472
H -2.8890 0.4381 -4.3344
H -4.3983 1.3816 -2.2512
H -1.2618 -2.9790 -0.7642
H 1.5667 0.4169 6.2652
H 1.4791 -2.2435 1.7131
H -0.5491 1.5015 5.5040
H 4.2259 0.4102 0.3229

How do the records compare in molar mass? In the order shown, they have 66.05; 90.06; 99.13; 495.68 g/mol.
How do the records compare in gap between HOMO and LUMO? In the order shown, they have 10.3536; 9.9643; 9.6956; 3.1419 eV.